A cluster of 5 separate species, C29H44N7O4 in total, computed with ωB97M-V/def2-TZVPD.

Atoms and positions in Å:
C -0.155 -0.936 1.602
C -0.004 -1.079 0.428
N 0.335 -1.531 -0.813
C 1.440 -1.190 -1.468
C 2.507 -0.257 -1.055
C 2.638 0.827 -2.115
N 1.609 1.486 -2.414
N 1.446 -1.858 -2.622
C 0.300 -2.638 -2.716
O -0.017 -3.433 -3.722
C 0.392 -3.015 -5.048
C -0.530 -1.935 -5.581
C -0.413 -2.429 -1.578
C -1.725 -3.002 -1.187
C -2.791 -1.928 -1.261
O -2.542 -0.757 -1.243
O -4.029 -2.420 -1.352
C -5.057 -1.433 -1.275
C -5.410 -1.034 0.113
O -5.568 -1.061 -2.265
H -0.216 -0.734 2.649
H 2.261 0.233 -0.119
H 3.446 -0.793 -0.929
H 3.601 0.971 -2.596
H 1.803 2.176 -3.137
H 2.184 -1.802 -3.305
H 1.436 -2.706 -5.053
H 0.315 -3.909 -5.655
H -0.870 -1.282 -4.777
H -0.039 -1.319 -6.329
H -1.420 -2.385 -6.011
H -1.970 -3.789 -1.894
H -1.708 -3.395 -0.171
H -5.538 -1.924 0.727
H -4.595 -0.451 0.542
H -6.317 -0.445 0.101
C -3.803 2.336 4.150
C -2.858 3.413 3.626
C -1.800 2.840 2.678
C -0.897 1.914 3.358
N -0.186 1.188 3.894
H -3.275 1.597 4.745
H -4.571 2.784 4.780
H -4.300 1.817 3.329
H -2.371 3.919 4.461
H -3.424 4.172 3.084
H -1.203 3.643 2.242
H -2.281 2.315 1.850
C 4.760 3.006 3.369
C 3.607 2.956 2.374
C 2.867 1.613 2.392
C 3.704 0.509 1.926
N 4.358 -0.335 1.503
H 5.530 2.272 3.123
H 5.227 3.990 3.364
H 4.411 2.805 4.383
H 3.979 3.161 1.368
H 2.887 3.740 2.613
H 1.989 1.662 1.743
H 2.497 1.399 3.395
C 7.179 3.219 -5.005
C 6.673 2.756 -3.644
C 6.603 1.228 -3.524
C 5.622 0.647 -4.440
N 4.833 0.200 -5.145
H 6.502 2.918 -5.806
H 7.261 4.305 -5.031
H 8.165 2.803 -5.218
H 5.687 3.185 -3.452
H 7.338 3.125 -2.863
H 6.334 0.944 -2.505
H 7.580 0.787 -3.727
C -6.958 -3.017 4.786
C -6.288 -3.002 3.418
C -4.757 -3.001 3.505
C -4.240 -1.780 4.122
N -3.832 -0.823 4.609
H -6.720 -2.116 5.354
H -8.041 -3.066 4.680
H -6.638 -3.881 5.370
H -6.624 -2.130 2.853
H -6.595 -3.884 2.853
H -4.323 -3.091 2.507
H -4.411 -3.861 4.080

The net charge is +1. For the HOMO-LUMO gap, the calculation gives 9.71 eV. The LUMO energy comes out at -2.484 eV.

---

A cluster of 6 separate species, C20H57N5O6 in total at a distorted geometry, computed with ωB97M-V/def2-TZVPD.

Atoms and positions in Å:
C 6.916 -16.784 -11.483
O 7.717 -15.648 -11.208
C 9.060 -15.984 -11.043
C 9.812 -14.767 -10.558
C 9.597 -13.542 -11.456
N 11.217 -15.068 -10.300
H 7.325 -17.345 -12.331
H 5.938 -16.416 -11.783
H 6.841 -17.427 -10.602
H 9.145 -16.762 -10.260
H 9.538 -16.432 -11.930
H 9.362 -14.484 -9.599
H 9.976 -13.693 -12.477
H 10.113 -12.664 -11.062
H 8.532 -13.332 -11.576
H 11.684 -14.174 -10.152
H 11.671 -15.468 -11.116
C 7.772 -7.743 -9.816
O 8.857 -8.653 -9.733
C 10.105 -8.004 -9.752
C 11.174 -9.064 -9.884
C 12.569 -8.479 -9.916
N 11.014 -9.918 -11.063
H 7.796 -7.228 -10.783
H 7.788 -7.026 -8.993
H 6.861 -8.337 -9.783
H 10.143 -7.274 -10.581
H 10.249 -7.412 -8.833
H 11.075 -9.684 -8.985
H 12.788 -7.926 -9.006
H 12.639 -7.799 -10.773
H 13.275 -9.288 -10.084
H 11.191 -9.362 -11.895
H 10.056 -10.249 -11.118
C 14.316 -14.450 -8.019
O 15.403 -15.328 -8.267
C 16.523 -15.079 -7.458
C 17.346 -13.857 -7.857
C 17.648 -13.860 -9.360
N 18.617 -13.832 -7.143
H 14.135 -14.247 -6.953
H 13.411 -14.898 -8.423
H 14.496 -13.476 -8.491
H 16.235 -15.023 -6.401
H 17.179 -15.943 -7.614
H 16.873 -12.896 -7.633
H 17.946 -12.871 -9.695
H 16.820 -14.281 -9.930
H 18.489 -14.538 -9.548
H 19.141 -14.680 -7.337
H 18.489 -13.795 -6.138
C 13.672 -12.571 -13.037
O 13.079 -12.371 -14.303
C 12.008 -11.462 -14.214
C 11.510 -11.116 -15.591
C 12.403 -10.136 -16.326
N 10.186 -10.473 -15.424
H 13.058 -13.287 -12.472
H 13.789 -11.650 -12.464
H 14.645 -13.045 -13.169
H 11.189 -11.922 -13.639
H 12.310 -10.534 -13.711
H 11.388 -12.010 -16.214
H 12.374 -9.166 -15.821
H 12.047 -9.972 -17.346
H 13.443 -10.456 -16.400
H 9.584 -11.025 -14.822
H 9.683 -10.422 -16.302
C 12.368 -11.417 -6.700
O 13.407 -10.628 -7.241
C 14.671 -11.128 -6.905
C 15.738 -10.368 -7.669
C 15.879 -10.900 -9.081
N 17.014 -10.567 -6.966
H 11.420 -10.955 -6.981
H 12.383 -11.401 -5.603
H 12.403 -12.440 -7.086
H 14.858 -11.048 -5.820
H 14.776 -12.205 -7.118
H 15.416 -9.319 -7.709
H 16.640 -10.358 -9.650
H 14.960 -10.738 -9.656
H 16.093 -11.967 -9.112
H 17.743 -10.008 -7.395
H 16.958 -10.252 -6.003
O 12.850 -11.844 -9.832
H 12.206 -11.276 -10.295
H 13.084 -11.347 -9.039

For the HOMO-LUMO gap, the calculation gives 9.43 eV. The LUMO energy comes out at 0.688 eV. Its SMILES is COC[C@H](C)N.COC[C@H](C)N.COC[C@H](C)N.COC[C@H](C)N.COC[C@H](C)N.O.